Below is C30H57CuN14PSSe as an isolated structure, with properties calculated with ωB97M-V/def2-TZVPD.

ORCA input file:
```
! RIJCOSX wB97M-V def2-TZVPD def2/J DEFGRID3
* xyz 2 2
Cu 1.322 -0.398 -2.941
N 2.247 -1.726 -1.711
C 2.921 -2.822 -2.472
C 1.988 -3.963 -2.841
C 0.805 -3.615 -3.750
C -0.373 -2.958 -3.031
N -0.391 -1.481 -3.185
H 2.942 -1.236 -1.158
H 1.572 -2.092 -1.034
H 3.743 -3.211 -1.869
H 3.354 -2.386 -3.376
H 1.615 -4.432 -1.925
H 2.606 -4.715 -3.335
H 0.456 -4.537 -4.215
H 1.141 -2.974 -4.573
H -0.334 -3.162 -1.961
H -1.321 -3.360 -3.391
H -1.064 -1.063 -2.540
H -0.725 -1.248 -4.118
N 0.222 0.159 -8.046
N 1.025 0.142 -6.936
N 2.189 0.749 -6.915
C 2.552 0.568 -5.655
N 1.639 -0.128 -4.972
N 0.647 -0.386 -5.821
H 0.799 0.331 -8.860
H -0.328 -0.689 -8.084
H 3.486 0.922 -5.253
S -1.177 1.543 -2.532
C -1.784 2.346 -1.142
N -1.967 1.721 0.012
C -2.494 2.353 1.219
C -2.153 3.832 1.208
C -2.606 4.442 -0.108
N -2.057 3.655 -1.212
H -1.672 0.749 0.060
H -2.048 1.846 2.075
H -3.576 2.208 1.270
H -1.075 3.965 1.327
H -2.647 4.336 2.037
H -2.241 5.462 -0.211
H -3.697 4.468 -0.170
H -2.029 4.049 -2.139
C 2.121 4.309 -0.646
N 2.687 4.207 -1.992
C 4.122 3.943 -1.886
N 4.433 2.755 -1.090
C 3.829 2.902 0.233
N 2.383 3.132 0.188
C 1.650 1.966 -0.281
P 2.139 1.558 -2.014
C 1.995 3.220 -2.806
C 3.976 1.537 -1.750
H 1.043 4.467 -0.718
H 2.573 5.173 -0.159
H 4.591 4.803 -1.407
H 4.544 3.832 -2.886
H 4.293 3.759 0.722
H 4.033 2.010 0.828
H 0.578 2.157 -0.263
H 1.837 1.101 0.360
H 0.935 3.462 -2.893
H 2.420 3.192 -3.813
H 4.494 1.418 -2.705
H 4.243 0.676 -1.129
C -5.745 -1.983 3.188
C -4.555 -1.169 2.691
C -4.002 -1.673 1.358
C -3.131 -2.920 1.461
N -1.976 -2.740 2.343
C -0.837 -2.101 2.017
Se -0.460 -1.363 0.342
N -0.038 -2.078 3.101
C 1.285 -1.467 3.197
C 1.255 -0.198 4.041
C 0.422 0.913 3.406
C 0.499 2.219 4.183
C -0.667 -2.745 4.149
C -0.254 -3.017 5.447
C -1.135 -3.724 6.243
C -2.382 -4.145 5.760
C -2.788 -3.875 4.467
C -1.901 -3.163 3.669
H -6.068 -1.659 4.176
H -5.514 -3.048 3.256
H -6.593 -1.879 2.509
H -3.761 -1.163 3.445
H -4.862 -0.127 2.574
H -3.418 -0.894 0.861
H -4.832 -1.917 0.688
H -2.746 -3.196 0.481
H -3.691 -3.769 1.851
H 1.589 -1.235 2.177
H 1.971 -2.213 3.599
H 2.285 0.138 4.184
H 0.861 -0.420 5.036
H -0.621 0.583 3.343
H 0.756 1.068 2.375
H 0.135 2.093 5.204
H -0.098 3.001 3.712
H 1.527 2.582 4.244
H 0.710 -2.701 5.822
H -0.857 -3.959 7.261
H -3.041 -4.698 6.415
H -3.752 -4.204 4.106
*
```

Output
Energy above the lowest of the compared OMol25 structures with the same formula, charge and spin   0.0 kcal per mole
<S²>   0.76
HOMO-LUMO gap (alpha / beta)   0.301 / 0.203 Eh